Record 1
C4H11N2 | the ωB97M-V functional and the def2-TZVPD basis

Element x y z (Å)
1 C 0.120 1.124 1.445
2 C -0.507 1.567 0.129
3 C -0.086 0.225 0.250
4 C -0.773 -1.066 0.095
5 N 1.648 -0.129 -0.722
6 N -0.773 -1.534 -1.208
7 H 1.131 1.272 1.714
8 H -0.640 0.913 2.201
9 H -1.548 1.736 0.281
10 H -0.007 2.316 -0.369
11 H -1.748 -0.889 0.682
12 H -0.295 -1.791 0.742
13 H 1.794 -0.517 0.152
14 H 2.212 0.691 -0.702
15 H 1.786 -0.852 -1.406
16 H -0.908 -0.814 -1.836
17 H -1.408 -2.251 -1.448

total charge: +1
electronic energy: -7297.0722 eV
gap between HOMO and LUMO: 9.44 eV
LUMO level: -4.49 eV

In elementary charge units, the natural (NBO) charges are:
1 C -0.448
2 C -0.483
3 C 0.366
4 C -0.298
5 N -0.826
6 N -0.818
7 H 0.247
8 H 0.260
9 H 0.266
10 H 0.264
11 H 0.235
12 H 0.215
13 H 0.398
14 H 0.413
15 H 0.446
16 H 0.364
17 H 0.398


Record 2
C4H11N2 | the ωB97M-V functional and the def2-TZVPD basis

Element x y z (Å)
1 C -1.435 -0.919 -1.482
2 N 0.005 -1.231 -1.492
3 H -1.815 -1.959 -1.352
4 H -1.502 -0.476 -2.518
5 H -0.012 -0.865 -2.438
6 H -0.091 -1.082 -0.257
7 C 2.178 1.149 0.526
8 C 1.051 0.151 0.755
9 C -0.248 0.510 0.561
10 N -1.494 0.328 1.305
11 H 1.769 2.082 0.124
12 H 2.810 1.372 1.395
13 H 2.837 0.771 -0.269
14 H 1.259 -0.819 1.184
15 H -0.456 1.272 -0.178
16 H -1.986 1.143 1.510
17 H -1.668 -0.469 1.957

total charge: +1
electronic energy: -7291.7985 eV
gap between HOMO and LUMO: 6.66 eV
LUMO level: -6.44 eV

In elementary charge units, the natural (NBO) charges are:
1 C -0.117
2 N -0.667
3 H 0.265
4 H 0.188
5 H 0.462
6 H 0.502
7 C -0.648
8 C -0.149
9 C -0.047
10 N -0.785
11 H 0.229
12 H 0.272
13 H 0.239
14 H 0.218
15 H 0.210
16 H 0.415
17 H 0.413


Record 3
C4H11N2 | the ωB97M-V functional and the def2-TZVPD basis

Element x y z (Å)
1 C 0.650 -0.575 1.268
2 C 0.419 0.888 1.579
3 C 0.640 0.391 0.096
4 C 1.900 0.751 -0.694
5 N -0.529 0.378 -0.514
6 N -2.727 -1.556 -1.203
7 H -0.117 -1.319 1.082
8 H 1.476 -0.972 1.838
9 H -0.460 1.251 2.061
10 H 1.356 1.323 1.906
11 H 1.808 1.816 -1.000
12 H 1.938 0.182 -1.622
13 H -2.337 -0.652 -1.043
14 H -0.742 1.223 -1.088
15 H -2.970 -2.163 -0.448
16 H -3.107 -1.665 -2.125
17 H 2.803 0.697 -0.091

total charge: +1
electronic energy: -7294.7836 eV
gap between HOMO and LUMO: 4.83 eV
LUMO level: -8.04 eV

In elementary charge units, the natural (NBO) charges are:
1 C -0.394
2 C -0.191
3 C 0.098
4 C -0.637
5 N -0.216
6 N -1.050
7 H 0.270
8 H 0.271
9 H 0.276
10 H 0.267
11 H 0.244
12 H 0.265
13 H 0.368
14 H 0.390
15 H 0.394
16 H 0.391
17 H 0.255


Record 4
C4H11N2 | the ωB97M-V functional and the def2-TZVPD basis

Element x y z (Å)
1 C 1.321 -2.134 -0.732
2 C 0.284 -1.807 -0.037
3 C -0.467 -0.245 0.258
4 N -0.593 0.159 1.646
5 N 0.225 0.772 -0.453
6 C -0.421 2.149 -0.450
7 H 1.600 -3.141 -0.651
8 H 1.837 -1.515 -1.427
9 H -0.303 -2.334 0.739
10 H -1.452 -0.451 -0.040
11 H -0.023 -0.360 2.255
12 H -1.566 0.167 1.962
13 H 0.172 0.504 -1.523
14 H 1.211 0.738 -0.244
15 H -0.507 2.705 -1.379
16 H -1.393 1.972 -0.150
17 H 0.074 2.820 0.225

total charge: +1
electronic energy: -7297.8495 eV
SMILES string: C=C[C@@H](N)[NH2+]C
gap between HOMO and LUMO: 11.08 eV
LUMO level: -3.36 eV

In elementary charge units, the natural (NBO) charges are:
1 C -0.393
2 C -0.181
3 C 0.058
4 N -0.845
5 N -0.517
6 C -0.415
7 H 0.243
8 H 0.206
9 H 0.224
10 H 0.221
11 H 0.391
12 H 0.397
13 H 0.448
14 H 0.446
15 H 0.246
16 H 0.224
17 H 0.248


Record 5
C4H11N2 | the ωB97M-V functional and the def2-TZVPD basis

Element x y z (Å)
1 C 0.435 -0.873 -1.215
2 C -2.074 -0.083 0.169
3 C 1.464 -0.508 1.002
4 C 0.558 1.361 -0.233
5 N -0.858 -0.698 0.202
6 N 0.531 -0.101 0.019
7 H 0.752 -1.871 -1.035
8 H -0.052 -0.645 -2.187
9 H -2.018 0.908 0.674
10 H -2.706 0.100 -0.723
11 H -2.613 -0.739 0.882
12 H 2.378 -0.133 0.634
13 H 1.267 -0.191 2.099
14 H 1.398 -1.577 0.939
15 H 0.981 1.933 0.500
16 H 1.061 1.484 -1.155
17 H -0.504 1.632 -0.573

total charge: +1
electronic energy: -7294.5433 eV
gap between HOMO and LUMO: 9.74 eV
LUMO level: -4.75 eV

In elementary charge units, the natural (NBO) charges are:
1 C -0.054
2 C -0.503
3 C -0.408
4 C -0.420
5 N -0.217
6 N -0.117
7 H 0.233
8 H 0.279
9 H 0.222
10 H 0.246
11 H 0.282
12 H 0.233
13 H 0.271
14 H 0.236
15 H 0.243
16 H 0.236
17 H 0.237


Record 6
C4H11N2 | the ωB97M-V functional and the def2-TZVPD basis

Element x y z (Å)
1 C 0.811 0.951 0.832
2 C -0.230 0.272 -0.766
3 C -2.776 -0.289 0.013
4 C 1.848 -1.050 -0.279
5 N 0.226 1.531 -0.354
6 N 0.629 -0.409 0.233
7 H 1.860 1.220 0.993
8 H 0.245 1.075 1.763
9 H -0.217 -0.030 -1.799
10 H -3.278 0.178 -0.805
11 H -2.742 0.224 0.951
12 H -2.645 -1.348 -0.012
13 H 1.588 -1.990 -0.764
14 H 2.327 -0.390 -1.003
15 H 2.542 -1.250 0.538
16 H -0.319 2.379 -0.373
17 H 0.130 -1.071 0.831

total charge: +1
electronic energy: -7295.4589 eV
gap between HOMO and LUMO (alpha / beta): 8.46 / 8.92 eV
LUMO level (alpha / beta): -3.98 / -3.54 eV

In elementary charge units, the natural (NBO) charges are:
1 C -0.024
2 C 0.134
3 C -0.498
4 C -0.428
5 N -0.603
6 N -0.391
7 H 0.223
8 H 0.218
9 H 0.213
10 H 0.196
11 H 0.178
12 H 0.180
13 H 0.243
14 H 0.242
15 H 0.240
16 H 0.427
17 H 0.450


Record 7
C4H11N2 | the ωB97M-V functional and the def2-TZVPD basis

Element x y z (Å)
1 C 0.215 -0.188 -1.527
2 C -0.384 1.052 -0.829
3 C 0.019 1.155 0.640
4 C -0.160 -0.055 1.575
5 N 0.688 -1.159 1.254
6 N -0.497 -1.303 -1.046
7 H 1.318 -0.199 -1.409
8 H 0.044 -0.114 -2.620
9 H 0.119 1.854 -1.363
10 H -1.446 1.054 -0.988
11 H 1.078 1.423 0.724
12 H -0.519 2.015 1.009
13 H 0.012 0.272 2.604
14 H -1.235 -0.309 1.537
15 H -0.465 -2.096 -1.710
16 H 0.590 -1.453 0.244
17 H 0.622 -1.951 1.904

total charge: +1
electronic energy: -7295.0536 eV
gap between HOMO and LUMO: 6.10 eV
LUMO level: -8.57 eV

In elementary charge units, the natural (NBO) charges are:
1 C -0.358
2 C -0.392
3 C -0.423
4 C -0.267
5 N -0.532
6 N -0.226
7 H 0.313
8 H 0.288
9 H 0.245
10 H 0.232
11 H 0.225
12 H 0.251
13 H 0.257
14 H 0.244
15 H 0.374
16 H 0.357
17 H 0.411


Record 8
C4H11N2 | the ωB97M-V functional and the def2-TZVPD basis

Element x y z (Å)
1 C -1.237 -0.663 2.058
2 C -0.778 0.315 0.978
3 C -0.207 -0.344 -0.219
4 C -0.763 -0.188 -1.481
5 N -0.431 -0.785 -2.680
6 N 2.794 1.273 1.027
7 H -1.547 -0.148 2.971
8 H -2.055 -1.214 1.598
9 H -0.388 -1.271 2.417
10 H -0.163 1.110 1.460
11 H -1.634 0.991 0.724
12 H -1.517 0.589 -1.572
13 H -0.225 -0.139 -3.449
14 H 0.256 -1.564 -2.624
15 H 1.976 1.466 0.412
16 H 3.591 1.858 0.700
17 H 3.012 0.290 0.807

total charge: +2
electronic energy: -7281.6924 eV
gap between HOMO and LUMO (alpha / beta): 4.60 / 8.68 eV
LUMO level (alpha / beta): -14.15 / -11.21 eV
multiplicity: 2
<S²>: 1.76

In elementary charge units, the natural (NBO) charges are:
1 C -0.596
2 C -0.597
3 C 0.345
4 C -0.006
5 N -0.546
6 N -0.288
7 H 0.265
8 H 0.240
9 H 0.232
10 H 0.255
11 H 0.291
12 H 0.257
13 H 0.451
14 H 0.430
15 H 0.407
16 H 0.441
17 H 0.419


Record 9
C4H11N2O | the ωB97M-V functional and the def2-TZVPD basis

Element x y z (Å)
1 C 2.414 -0.630 -0.254
2 C 0.948 -0.294 0.024
3 N 0.844 0.404 1.330
4 C 0.379 0.629 -1.036
5 N -1.099 0.644 -1.092
6 C -2.132 -0.152 -0.122
7 O -1.788 -0.539 1.078
8 H 2.874 0.352 -0.392
9 H 2.524 -1.091 -1.225
10 H 2.965 -1.190 0.506
11 H 0.395 -1.212 0.134
12 H 1.266 -0.262 1.990
13 H -0.157 0.215 1.552
14 H 0.770 0.447 -2.033
15 H 0.776 1.619 -0.789
16 H -1.370 1.595 -0.892
17 H -2.903 0.645 -0.085
18 H -2.409 -0.959 -0.828

total charge: -1
electronic energy: -9353.2739 eV
SMILES string: C[C@@H](N)CNC[O-]
gap between HOMO and LUMO: 7.01 eV
LUMO level: 4.09 eV

In elementary charge units, the natural (NBO) charges are:
1 C -0.611
2 C -0.077
3 N -0.883
4 C -0.221
5 N -0.740
6 C 0.166
7 O -0.928
8 H 0.192
9 H 0.192
10 H 0.191
11 H 0.193
12 H 0.317
13 H 0.422
14 H 0.152
15 H 0.172
16 H 0.326
17 H 0.068
18 H 0.071


Record 10
C4H11N2O | the ωB97M-V functional and the def2-TZVPD basis

Element x y z (Å)
1 C 0.578 -0.357 -0.708
2 C -0.822 -0.631 -1.166
3 C -1.815 0.369 -0.394
4 N -1.494 0.421 0.965
5 N 0.977 -0.956 0.409
6 C 2.064 -0.115 1.130
7 O 3.135 0.162 0.435
8 H 1.282 -0.397 -1.526
9 H 0.517 0.968 -0.341
10 H -1.163 -1.555 -0.718
11 H -0.971 -0.520 -2.239
12 H -1.785 1.333 -0.967
13 H -2.793 -0.089 -0.639
14 H -2.307 0.332 1.558
15 H 0.693 1.734 -0.371
16 H 0.183 -0.898 1.076
17 H 1.519 0.842 1.387
18 H 2.203 -0.644 2.107

total charge: -1
electronic energy: -9348.9051 eV
gap between HOMO and LUMO: 6.05 eV
LUMO level: 3.44 eV

In elementary charge units, the natural (NBO) charges are:
1 C 0.113
2 C -0.491
3 C -0.173
4 N -1.112
5 N -0.529
6 C 0.130
7 O -0.885
8 H 0.217
9 H -0.017
10 H 0.229
11 H 0.193
12 H 0.099
13 H 0.131
14 H 0.313
15 H 0.170
16 H 0.419
17 H 0.114
18 H 0.077


Question: Among the records above, which one has the highest electronic energy?
Answer: number 8


Question: Among the records above, which one has the highest electronic energy?
Answer: number 8


Question: Look up the electronic energy of the tenth one.
Answer: -9348.9051 eV